(1)
# C31H29NOP2PdSe3Te

C31H29NOP2PdSe3Te as an isolated structure (ωB97M-V with the def2-TZVPD basis set, the Open Molecules 2025 dataset).

```
69
Properties=species:S:1:pos:R:3:lowdin_charge:R:1
Pd -0.192 -0.011 -0.745 0.056
C 1.064 -2.936 0.416 -0.258
P 1.655 -1.578 -0.674 0.993
C 2.014 -2.306 -2.296 -0.383
C 2.263 -1.412 -3.341 -0.113
C 2.464 -1.873 -4.630 -0.073
C 2.405 -3.234 -4.898 -0.076
C 2.158 -4.129 -3.870 -0.073
C 1.968 -3.670 -2.573 -0.086
C 3.230 -0.989 -0.010 -0.351
C 3.191 0.114 0.842 -0.084
C 4.358 0.585 1.424 -0.073
C 5.567 -0.035 1.148 -0.081
C 5.612 -1.130 0.292 -0.081
C 4.447 -1.609 -0.283 -0.081
C 0.020 -2.380 1.334 -0.427
C -0.289 -2.702 2.637 -0.061
C -1.362 -1.848 3.014 -0.076
C -1.635 -1.062 1.917 -0.429
C -2.562 0.103 1.756 -0.249
P -1.680 1.325 0.722 0.997
C -2.832 2.693 0.406 -0.348
C -3.575 2.674 -0.773 -0.109
C -4.485 3.685 -1.041 -0.074
C -4.654 4.723 -0.137 -0.083
C -3.916 4.749 1.039 -0.079
C -3.007 3.738 1.311 -0.080
C -0.395 2.062 1.774 -0.377
C 0.387 3.072 1.208 -0.115
C 1.450 3.613 1.909 -0.084
C 1.758 3.139 3.180 -0.096
C 0.992 2.130 3.742 -0.074
C -0.085 1.592 3.045 -0.070
N -0.809 -1.390 0.876 -0.095
H 1.896 -3.369 0.974 0.101
H 0.646 -3.716 -0.228 0.041
H 2.279 -0.346 -3.141 0.089
H 2.650 -1.167 -5.430 0.107
H 2.541 -3.594 -5.909 0.105
H 2.107 -5.191 -4.071 0.107
H 1.782 -4.390 -1.788 0.098
H 2.244 0.604 1.047 0.081
H 4.319 1.440 2.086 0.099
H 6.481 0.336 1.594 0.103
H 6.557 -1.609 0.073 0.104
H 4.485 -2.458 -0.956 0.107
H 0.184 -3.457 3.245 0.093
H -1.858 -1.813 3.972 0.095
H -2.837 0.552 2.713 0.097
H -3.485 -0.148 1.225 0.081
H -3.432 1.862 -1.477 0.063
H -5.054 3.666 -1.961 0.106
H -5.359 5.516 -0.348 0.103
H -4.044 5.559 1.745 0.104
H -2.426 3.768 2.225 0.108
H 0.165 3.428 0.207 0.102
H 2.045 4.397 1.459 0.105
H 2.594 3.554 3.727 0.102
H 1.232 1.750 4.727 0.106
H -0.651 0.782 3.486 0.094
Se -2.363 -3.876 -1.296 0.157
Se -2.741 -2.256 -4.326 -0.006
Te -1.860 -1.607 -2.208 0.596
Se -0.591 1.371 -2.687 0.199
C -4.668 -1.092 -1.489 -0.215
O -3.324 -0.627 -1.404 -0.722
H -4.933 -1.345 -2.517 0.040
H -5.292 -0.268 -1.143 0.085
H -4.815 -1.960 -0.845 0.058
```

Output
energy relative to the best compared isomer or geometry (same formula, charge and spin) = 0.00 kJ/mol
spin multiplicity = 5
total charge = 0
gap between HOMO and LUMO (alpha / beta) = 0.2473 / 0.1831 Ha
HOMO energy (alpha / beta) = -6.641 / -7.254 eV

---

(2)
# C18H12Cl4N4O4Ru

C18H12Cl4N4O4Ru as an isolated structure (ωB97M-V with the def2-TZVPD basis set, the Open Molecules 2025 dataset).

```
43
Properties=species:S:1:pos:R:3:lowdin_charge:R:1
Ru -0.141 0.205 0.812 1.070
O 2.600 5.247 0.562 0.063
C 3.149 4.218 0.038 -0.460
O 4.494 4.320 -0.044 0.084
C 2.506 3.094 -0.410 -0.127
C 3.375 2.111 -0.939 -0.242
N 4.226 1.431 -1.332 0.111
N 0.655 1.659 0.055 -0.095
C 1.045 2.811 -0.246 -0.265
C 0.020 3.932 -0.538 -0.569
O 0.292 5.089 -0.023 0.000
O -0.952 3.678 -1.229 0.027
H 1.458 5.153 0.380 0.028
H 4.834 3.491 -0.414 0.075
H 1.687 -1.204 1.858 0.004
Cl -4.721 0.369 2.218 0.610
C -4.253 -0.109 0.606 -0.616
C -5.255 -0.458 -0.276 -0.159
C -4.946 -0.857 -1.571 -0.135
C -3.613 -0.907 -1.951 -0.148
C -2.634 -0.556 -1.046 -0.595
Cl -0.967 -0.686 -1.538 0.724
C -2.868 -0.124 0.283 -0.505
N -1.939 0.222 1.213 -0.184
H -6.283 -0.410 0.059 0.084
H -5.730 -1.126 -2.267 0.082
H -3.325 -1.223 -2.946 0.091
C 0.302 0.981 2.648 -0.273
H 0.255 2.072 2.633 -0.016
H 1.310 0.688 2.974 -0.023
H -0.430 0.603 3.365 -0.023
Cl 3.703 -1.823 0.410 0.669
C 2.368 -2.863 0.015 -0.603
C 2.602 -3.964 -0.790 -0.145
C 1.557 -4.809 -1.127 -0.128
C 0.290 -4.552 -0.620 -0.144
C 0.077 -3.455 0.193 -0.631
Cl -1.499 -3.246 0.887 0.695
C 1.096 -2.535 0.523 -0.447
N 0.860 -1.451 1.328 -0.150
H 3.605 -4.138 -1.158 0.090
H 1.731 -5.668 -1.761 0.086
H -0.542 -5.209 -0.837 0.090
```

Output
energy relative to the best compared isomer or geometry (same formula, charge and spin) = 0.00 kJ/mol
total charge = -2
gap between HOMO and LUMO = 0.2269 Ha
HOMO energy = -1.612 eV

---

(3)
# C5H5N

An isolated molecule of C5H5N in a non-equilibrium geometry (ωB97M-V with the def2-TZVPD basis set, the Open Molecules 2025 dataset).

```
11
Properties=species:S:1:pos:R:3:lowdin_charge:R:1
C 1.036 0.040 0.249 -0.147
C -0.138 1.001 0.370 -0.099
C 0.514 0.596 -1.019 -0.061
N -0.758 -0.453 -0.904 0.026
C -1.097 -0.164 0.512 -0.171
C 0.002 -1.100 0.196 -0.175
H 1.938 0.178 0.828 0.127
H -0.320 2.024 0.608 0.111
H 0.827 0.345 -2.033 0.131
H -2.073 -0.322 0.994 0.135
H 0.055 -2.180 0.144 0.125
```

Output
energy relative to the best compared isomer or geometry (same formula, charge and spin) = 675.99 kJ/mol
total charge = 0
gap between HOMO and LUMO = 0.3438 Ha
HOMO energy = -8.192 eV
SMILES string = [C@@H]12[C@H]3[C@@H]1N1[C@H]3[C@H]21

---

(4)
# C6H11N

An isolated ion of composition C6H11N and charge +1 in a non-equilibrium geometry (ωB97M-V with the def2-TZVPD basis set, the Open Molecules 2025 dataset).

```
18
Properties=species:S:1:pos:R:3:lowdin_charge:R:1
C 0.718 -0.960 -2.360 -0.086
C 0.809 0.356 -1.604 -0.236
C -0.425 0.725 -0.776 -0.121
C -0.443 -0.066 0.519 -0.253
C -0.794 -1.411 0.593 0.241
C -0.228 0.959 2.675 0.127
N 0.160 0.494 1.581 0.146
H -0.188 -0.969 -2.963 0.087
H 0.734 -1.833 -1.702 0.071
H 1.567 -1.005 -3.028 0.082
H 0.921 1.142 -2.352 0.120
H 1.705 0.488 -1.000 0.118
H -1.359 0.501 -1.285 0.132
H -0.424 1.771 -0.461 0.128
H -0.520 -2.109 1.366 0.104
H -1.372 -1.838 -0.213 0.102
H 0.504 1.276 3.407 0.113
H -1.275 1.098 2.913 0.122
```

Output
energy relative to the best compared isomer or geometry (same formula, charge and spin) = 118.55 kJ/mol
spin multiplicity = 2
total charge = +1
gap between HOMO and LUMO (alpha / beta) = 0.3939 / 0.3014 Ha
HOMO energy (alpha / beta) = -15.033 / -15.625 eV

---

(5)
# C23H23BCl2F3N6O3Ti

C23H23BCl2F3N6O3Ti as an isolated structure (ωB97M-V with the def2-TZVPD basis set, the Open Molecules 2025 dataset).

```
62
Properties=species:S:1:pos:R:3:lowdin_charge:R:1
Ti -0.587 -0.363 -0.287 1.030
C 2.371 -0.303 -3.287 -0.004
C 1.497 0.366 -2.454 -0.071
N 0.917 -0.511 -1.617 -0.059
N 1.405 -1.750 -1.906 0.011
C 2.280 -1.637 -2.900 -0.023
B 1.033 -2.986 -1.020 -0.473
N -0.493 -3.228 -1.100 -0.006
C -1.166 -4.300 -1.530 -0.035
C -2.521 -4.084 -1.349 -0.018
C -2.596 -2.814 -0.791 -0.130
N -1.374 -2.308 -0.632 -0.062
N 1.358 -2.628 0.432 -0.017
C 2.197 -3.185 1.314 -0.035
C 2.098 -2.499 2.510 -0.021
C 1.156 -1.504 2.266 -0.128
N 0.701 -1.595 1.017 -0.052
H 2.992 0.114 -4.059 0.113
H 1.236 1.411 -2.391 0.132
H 2.793 -2.510 -3.268 0.139
H 1.631 -3.946 -1.398 0.130
H -0.632 -5.146 -1.930 0.135
H -3.330 -4.752 -1.580 0.109
H -3.459 -2.236 -0.502 0.113
H 2.807 -4.024 1.025 0.134
H 2.636 -2.687 3.422 0.108
H 0.787 -0.728 2.915 0.115
C -1.944 0.734 -5.043 0.000
C -2.267 0.154 -3.678 -0.533
C -3.766 -0.038 -3.471 0.010
O -1.569 -1.076 -3.465 -0.012
C -1.738 1.086 -2.592 -0.457
O -1.332 2.193 -2.733 0.176
O -1.773 0.512 -1.331 -0.203
H -2.416 0.127 -5.817 0.096
H -0.866 0.736 -5.201 0.096
H -2.308 1.755 -5.140 0.101
H -4.146 -0.717 -4.237 0.099
H -4.305 0.905 -3.565 0.107
H -3.965 -0.465 -2.489 0.080
H -1.852 -1.700 -4.143 0.115
F 2.418 6.213 5.924 0.147
C 3.284 5.423 5.278 -0.592
F 3.970 4.736 6.206 0.152
F 4.164 6.216 4.647 0.149
C 2.592 4.497 4.311 -0.107
C 3.349 3.854 3.340 0.006
C 2.737 2.985 2.458 -0.005
C 1.361 2.759 2.544 -0.239
C 0.611 3.405 3.525 -0.005
C 1.228 4.274 4.409 0.008
C 0.719 1.877 1.617 -0.071
C 0.158 1.181 0.789 -0.103
H 4.412 4.039 3.271 0.130
H 3.315 2.482 1.694 0.122
H -0.456 3.236 3.581 0.122
H 0.648 4.785 5.164 0.126
Cl -2.197 -2.606 2.901 0.589
C -3.328 -1.282 2.732 -0.926
Cl -2.752 -0.017 1.592 0.618
H -3.453 -0.781 3.683 0.036
H -4.268 -1.649 2.340 0.035
```

Output
energy relative to the best compared isomer or geometry (same formula, charge and spin) = 82.40 kJ/mol
total charge = +1
gap between HOMO and LUMO = 0.2546 Ha
HOMO energy = -11.430 eV